Entry from the OMol25 dataset: a molecular structure, C29H22F9N3O5Pd (the ωB97M-V functional and the def2-TZVPD basis).

XYZ file:
```
69
Properties=species:S:1:pos:R:3:lowdin_spin:R:1
C -2.970 -0.561 1.297 0.011
C 0.323 2.066 3.775 0.002
H -5.091 -0.385 1.866 0.002
C 4.606 0.242 -4.020 0.000
H 5.786 -1.808 -1.608 0.000
H -0.393 1.238 -2.126 0.000
H -3.357 3.010 0.716 0.000
C -2.196 2.261 -1.569 0.000
F -2.935 -2.262 3.111 0.000
H -4.095 1.053 2.159 0.000
C -2.063 0.568 -3.285 0.001
H 2.916 -0.057 4.384 0.001
O -2.029 0.297 0.805 0.140
C 1.905 0.217 2.511 0.009
H 6.456 -0.811 -3.745 0.000
O -0.006 -2.268 0.857 0.116
F -0.226 -4.955 0.924 0.001
Pd -0.051 -0.199 0.209 1.478
H 1.984 0.135 -1.880 -0.001
H -5.212 1.769 -3.033 0.000
N -0.456 2.325 0.183 0.036
N 2.350 -0.810 0.392 0.040
H -2.600 4.631 0.673 0.000
H -0.302 2.815 4.238 0.001
C 2.720 -0.605 1.585 0.002
C 0.193 1.775 2.428 0.009
O -1.662 3.229 1.859 0.005
O 0.428 -2.432 -1.328 0.009
C -3.546 2.416 -1.853 0.000
F -1.177 -1.035 2.865 -0.002
C -3.420 0.710 -3.543 0.000
C -4.279 0.229 1.476 0.010
C 5.478 -0.594 -3.337 0.000
C 3.352 0.503 -3.491 0.000
H -3.899 0.093 -4.292 0.000
C -3.265 -1.724 0.253 0.000
H -1.042 3.947 -0.983 0.000
F 0.538 -5.114 -1.090 0.002
C 0.596 -4.398 0.033 0.005
C 2.970 -0.061 -2.283 -0.001
F -2.363 -1.716 -0.739 0.006
C -2.513 -1.053 2.734 0.000
C 2.121 0.451 3.858 0.003
C -1.515 3.086 -0.497 0.002
F 1.859 -4.521 0.521 0.000
C -2.418 3.558 0.663 0.001
H 4.901 0.681 -4.964 0.000
O 3.916 -1.038 1.992 0.000
H -1.478 -0.161 -3.829 0.000
N 0.932 0.834 1.859 0.086
H -4.144 3.134 -1.304 0.000
C 4.544 -1.588 0.799 0.002
C -0.661 2.461 1.430 0.008
H -4.566 0.626 0.505 0.000
H 5.399 -0.955 0.564 0.000
C 5.097 -1.151 -2.126 0.000
C 3.844 -0.882 -1.583 0.000
H 4.874 -2.596 1.036 0.000
F -2.966 -0.203 3.685 0.000
H 1.409 1.554 5.550 0.000
C 0.300 -2.895 -0.200 0.010
F -3.298 -2.969 0.737 0.000
C -1.456 1.349 -2.316 0.000
F -4.453 -1.536 -0.356 0.000
H 2.663 1.147 -4.022 0.000
C 1.285 1.364 4.493 0.002
C 3.436 -1.532 -0.283 0.003
H 3.077 -2.539 -0.505 0.000
C -4.156 1.645 -2.834 0.000
```

Calculated values
multiplicity	3
HOMO level (spin up / spin down)	-8.79 / -9.05	eV
E_LUMO (spin up / spin down)	-0.712 / -1.242	eV
orbital gap (spin up / spin down)	0.2969 / 0.2870	Ha



Entry from the OMol25 dataset: a molecular structure, C29H22MnN5O2S (the ωB97M-V functional and the def2-TZVPD basis).

XYZ file:
```
60
Properties=species:S:1:pos:R:3:lowdin_spin:R:1
C -0.878 -5.039 -0.768 0.005
H -5.566 2.130 0.081 0.000
H -2.957 -4.583 -0.999 0.000
H 1.257 -5.152 -0.510 0.000
H -4.352 1.629 4.053 0.002
C -6.199 -1.686 0.309 0.002
N -0.554 1.697 -0.789 -0.182
C -5.751 1.065 0.149 0.000
H -4.931 5.751 1.832 0.004
H 1.722 -0.819 1.678 0.001
C 3.091 1.288 -1.486 0.002
H 3.908 0.628 -1.228 0.000
C 0.387 -4.516 -0.571 -0.001
C -2.521 2.759 1.371 -0.007
C -1.653 1.638 1.291 0.224
C -1.828 0.468 2.127 0.109
H -3.223 5.801 0.046 -0.002
C -7.116 -0.791 0.841 -0.002
H -4.346 -3.059 -0.871 0.000
H 3.224 -0.764 0.706 0.000
H 2.535 0.740 1.392 0.001
O -1.159 -0.571 1.811 0.217
N -4.091 -2.083 -0.855 0.010
C -2.790 -1.775 -0.836 0.010
C 0.754 1.896 -1.343 -0.005
Mn -0.510 -0.266 -0.198 3.443
N -2.356 -0.540 -0.891 -0.028
S -3.451 0.702 -1.341 0.002
H 1.496 -2.688 -0.297 0.000
C -4.356 3.821 2.549 0.007
H -7.619 1.264 1.177 0.000
C 1.818 1.066 -1.011 -0.006
C -3.295 4.940 0.696 -0.008
C -4.857 0.174 -0.422 0.001
C -6.895 0.576 0.764 0.001
O 1.495 -0.067 -0.227 0.019
H -6.365 -2.754 0.389 0.000
H -1.024 -6.106 -0.865 0.000
N -0.515 -2.318 -0.538 -0.012
C -5.078 -1.193 -0.335 -0.001
C -2.429 3.883 0.531 0.074
C -1.748 -2.821 -0.730 0.004
H 0.122 3.562 -2.518 -0.001
N -0.507 1.530 0.536 -0.046
C -3.593 1.594 3.281 0.055
C 2.311 -0.238 0.972 0.006
C -3.498 2.730 2.398 0.041
H 4.287 2.559 -2.719 -0.001
H -5.094 3.808 3.341 -0.001
C 3.295 2.369 -2.335 -0.013
C 2.236 3.180 -2.717 0.003
C -2.800 0.505 3.169 0.006
C 0.959 2.939 -2.234 -0.016
H -1.685 3.909 -0.252 0.004
C -1.967 -4.178 -0.843 0.001
C 0.527 -3.142 -0.453 0.005
H -8.007 -1.169 1.323 0.000
C -4.261 4.911 1.705 0.076
H 2.407 4.004 -3.396 0.000
H -2.898 -0.356 3.816 -0.001
```

Calculated values
net charge	+2
multiplicity	5
HOMO level (spin up / spin down)	-13.41 / -13.77	eV
E_LUMO (spin up / spin down)	-7.437 / -7.504	eV
orbital gap (spin up / spin down)	0.2194 / 0.2304	Ha



Entry from the OMol25 dataset: a molecular structure, C29H22N3O5PS3Tm (the ωB97M-V functional and the def2-TZVPD basis).

XYZ file:
```
64
Properties=species:S:1:pos:R:3:lowdin_spin:R:1
C -0.555 0.392 4.084 0.000
H 3.026 1.883 -0.960 0.000
C -2.344 -2.005 -6.891 0.000
C -1.924 -1.609 -5.618 0.000
C -2.744 0.949 3.277 0.000
S 1.257 4.797 4.741 0.000
O 0.361 5.840 4.259 0.000
C -1.691 1.181 4.152 0.000
H 3.604 4.183 -0.282 0.000
H -3.563 -2.836 0.875 0.000
H 4.633 5.691 1.439 0.000
H -3.445 -0.191 1.602 0.000
N 3.244 5.261 2.880 0.000
H 3.571 -1.961 0.879 0.000
H -1.624 1.004 0.192 0.000
C -1.481 -0.819 2.215 0.000
C 1.262 0.725 -1.275 0.000
H 1.357 -0.942 0.554 0.000
S -2.404 -2.629 -4.257 -0.003
C 0.060 2.246 0.621 0.000
C 3.750 5.101 1.667 0.000
P -1.334 -1.873 0.724 0.000
H -1.103 0.524 -8.760 0.000
C -2.548 -3.237 0.919 0.000
O 0.616 3.525 5.021 0.000
C 0.263 -2.734 1.003 0.000
H -2.459 -3.789 1.852 0.000
C 2.182 4.517 3.184 0.000
S -0.489 0.131 -3.966 -0.001
C -2.637 -0.039 2.313 0.000
H -0.501 -4.693 1.496 0.000
O -1.554 -3.481 -1.215 0.003
H -0.313 1.228 -6.524 0.000
N -0.009 0.449 -0.955 -0.001
C -1.326 -0.082 -7.891 0.000
N 1.629 3.623 2.377 0.000
Tm -1.257 -1.580 -2.131 2.002
C -1.155 -0.441 -5.499 0.000
H 0.268 0.569 4.764 0.000
H 0.465 -1.181 3.050 0.000
C -2.288 -4.113 -0.339 0.001
C 2.778 -3.888 1.395 0.000
H 1.696 -5.682 1.853 0.000
C -0.444 -0.601 3.119 0.000
C 2.678 -2.558 1.017 0.000
C 3.207 4.239 0.722 0.000
C 1.396 2.502 0.320 0.000
C 1.430 -1.988 0.819 0.000
C -0.594 1.239 -0.046 0.000
C 0.376 -4.071 1.372 0.000
C -2.049 -1.261 -8.018 0.000
H 3.749 -4.336 1.561 0.000
C 1.626 -4.640 1.567 0.000
H -2.385 -1.600 -8.990 0.000
C -0.885 0.315 -6.642 0.000
H -0.418 2.807 1.413 0.000
H 1.715 0.081 -2.019 0.000
O -2.726 -5.233 -0.431 0.000
C 1.990 1.740 -0.682 0.000
C 2.112 3.498 1.144 0.000
O 2.232 5.216 5.724 0.000
H -2.913 -2.923 -6.971 0.000
H -1.738 1.993 4.867 0.000
H -3.634 1.564 3.327 0.000
```

Calculated values
net charge	-1
multiplicity	3
HOMO level (spin up / spin down)	-5.58 / -5.58	eV
E_LUMO (spin up / spin down)	1.070 / 1.111	eV
orbital gap (spin up / spin down)	0.2443 / 0.2459	Ha



Entry from the OMol25 dataset: a molecular structure, C29H22N8O8PtSSe (the ωB97M-V functional and the def2-TZVPD basis).

XYZ file:
```
70
Properties=species:S:1:pos:R:3:lowdin_spin:R:1
C 3.679 0.618 -2.283 0.007
O -4.043 5.573 5.178 0.000
H -1.451 -3.250 4.150 0.001
H -0.958 0.305 -2.297 0.010
H 4.233 0.051 -3.014 0.001
H 4.983 3.943 -0.704 0.000
O 0.699 5.545 4.054 0.000
N 0.590 4.393 3.720 0.000
H -1.771 -4.373 -3.302 0.000
C -2.220 -1.591 -6.273 0.002
N 1.823 0.853 -0.792 0.175
H 0.939 -1.905 -4.016 0.000
C -2.188 2.285 2.412 0.005
H -0.029 2.367 2.166 0.001
C 3.917 3.886 -0.505 0.001
H -0.881 -6.558 -2.601 0.000
C -0.912 2.787 2.626 0.002
O 1.592 2.759 0.409 0.035
H -1.603 -2.398 1.832 0.001
H 0.309 -2.400 5.693 0.000
C -0.726 -2.520 3.821 0.006
H 5.041 2.243 -2.182 0.001
C -0.951 -1.644 -6.832 0.002
H -4.292 2.494 2.872 0.001
Se 2.888 0.644 3.715 0.008
H -3.351 -1.605 -4.437 0.001
N -0.629 -0.516 -1.778 0.716
H 0.749 -6.695 -0.747 0.001
O -3.429 0.384 1.696 0.080
C -3.093 3.993 3.808 0.000
H 1.510 -4.643 0.397 0.000
O -1.594 0.745 0.599 0.463
C -3.294 2.882 3.018 0.003
N 0.010 -1.152 1.990 0.118
H -3.094 -1.512 -6.904 0.000
C -2.461 1.084 1.593 0.020
C 0.993 -0.670 2.816 0.015
C 0.237 -2.059 4.669 -0.003
C 4.116 1.806 -1.829 0.010
C -2.370 -1.643 -4.894 0.005
C 0.285 -3.342 -0.772 0.010
O -5.352 4.178 4.176 0.000
C -0.817 -2.040 2.486 0.010
C 0.186 -1.755 -6.035 0.003
C 2.434 0.093 -1.789 0.032
N 2.141 -0.492 4.817 0.010
C -0.614 -3.294 -1.824 0.021
C 0.780 -4.582 -0.398 0.002
H -1.709 5.399 4.668 0.000
O 1.509 3.605 3.570 0.000
N 1.819 0.246 2.349 0.067
C 2.253 2.111 -0.380 0.023
H -0.843 -1.597 -7.907 0.000
C 0.071 -1.815 -4.658 0.009
Pt 0.253 0.146 0.234 1.749
O 1.884 -0.941 -2.165 0.113
C 1.147 -1.087 4.167 0.002
C -1.217 -1.756 -4.127 0.044
H 1.166 -1.799 -6.489 0.001
S -1.405 -1.811 -2.375 0.188
H 3.728 4.026 0.555 0.000
H 0.637 -2.448 -0.282 0.004
C 0.359 -5.733 -1.051 0.011
N 3.438 2.559 -0.911 0.001
N -4.266 4.639 4.444 0.000
C -1.061 -4.434 -2.487 0.011
C -0.771 3.885 3.451 0.000
H 3.396 4.665 -1.059 0.000
C -0.558 -5.660 -2.091 -0.001
C -1.839 4.527 4.042 0.002
```

Calculated values
net charge	+2
multiplicity	5
relative energy (zero: lowest compared OMol25 entry of this formula, charge and spin)	0.0	kJ/mol
HOMO level (spin up / spin down)	-14.30 / -14.25	eV
E_LUMO (spin up / spin down)	-6.909 / -8.982	eV
orbital gap (spin up / spin down)	0.2717 / 0.1935	Ha